Entry 1:
DFT (ωB97M-V with the def2-TZVPD basis set) results for a molecular structure, C19H34F3HgN5O10RbS in a non-equilibrium geometry.

Structure (ORCA input):
```
! RIJCOSX wB97M-V def2-TZVPD def2/J DEFGRID3
* xyz 0 2
Hg -6.06739 -1.03704 0.18966
Rb -3.77888 -5.25379 0.19332
O -6.04796 -0.58309 -1.99534
H -5.46696 0.16791 -2.22548
C -1.30776 -0.56720 0.58415
F -1.24502 0.34970 -0.50793
F -0.10795 -1.18272 0.76495
F -1.57156 0.26192 1.65763
S -2.84710 -1.64224 0.24846
O -3.09309 -2.62087 1.29395
O -3.93119 -0.68154 0.15706
O -2.44447 -2.47838 -0.91450
C 0.99087 -3.09012 5.60960
O 1.48693 -4.15128 5.92895
N 0.01507 -2.90954 4.71352
C -0.62036 -1.59972 4.55194
C -0.66006 -3.96146 3.97099
H 1.10642 -2.13049 6.13682
H -1.69104 -1.53194 4.74467
H -0.39453 -1.41393 3.50189
H -0.00235 -0.87174 5.07750
H -1.56777 -4.30209 4.46911
H -0.98851 -3.58059 3.00395
H 0.01423 -4.81418 3.89162
C 1.36094 -2.05198 -4.10229
O 0.57974 -2.60127 -4.81062
N 1.19653 -0.92666 -3.42715
C 2.26123 -0.30607 -2.54837
C -0.06509 -0.18515 -3.45313
H 2.39133 -2.37677 -3.89017
H 1.94509 0.00905 -1.55396
H 2.55598 0.66804 -2.93869
H 3.13277 -0.95983 -2.51491
H -0.89588 -0.57950 -4.03827
H -0.41690 0.07582 -2.45502
H 0.26687 0.80916 -3.75187
C 1.39787 4.27619 1.13245
O 2.29758 4.97150 1.68232
N 1.34490 3.89827 -0.16412
C 0.15314 3.24690 -0.70764
C 2.45330 4.16268 -1.07887
H 0.65338 3.71742 1.72041
H -0.49636 2.92216 0.10526
H 0.43237 2.48545 -1.43587
H -0.38162 3.98355 -1.30720
H 2.18910 4.90691 -1.83015
H 3.34731 4.52566 -0.57183
H 2.76165 3.23200 -1.55517
C -5.18613 3.44718 -3.37605
O -5.82905 4.56397 -3.40933
N -3.99689 3.37751 -2.71771
C -3.29270 2.17621 -2.31460
C -3.69082 4.54653 -1.86330
H -5.48142 2.50780 -3.86857
H -2.23671 2.39041 -2.15000
H -3.39903 1.39594 -3.06824
H -3.84443 1.84030 -1.43661
H -3.05014 5.25555 -2.38762
H -4.55862 5.08844 -1.48732
H -3.03837 4.37503 -1.00715
C 4.76647 -3.89741 1.16055
C 5.42250 -2.84707 0.47729
C 4.95284 -1.50389 0.58470
C 3.77161 -1.20205 1.25846
C 3.15795 -2.29432 1.91209
C 3.66831 -3.60540 1.95314
N 3.11682 0.10200 1.23100
O 2.11397 0.34495 1.91995
O 3.85497 0.92722 0.76802
H 5.07547 -4.93096 1.21264
H 6.32756 -3.02389 -0.08485
H 5.54500 -0.83980 -0.02746
H 2.39156 -2.08433 2.64349
H 3.19438 -4.38909 2.52553
*
```

Its largest force on an atom is 0.090 hartree/bohr. The HOMO-LUMO gap (alpha / beta) is 6.4 / 7.3 eV. For the total energy, the calculation gives -2645.6171 Ha. The lowest unoccupied orbital energy (alpha / beta) comes out at -1.5122 / -1.7068 eV.


Entry 2:
DFT (ωB97M-V with the def2-TZVPD basis set) results for a molecular structure, C19H34F6OP2Pt in a non-equilibrium geometry.

Structure (ORCA input):
```
! RIJCOSX wB97M-V def2-TZVPD def2/J DEFGRID3
* xyz 2 5
P -0.08368 -2.22076 -2.41947
P 0.04303 1.58094 -2.56544
C -0.41890 -0.98980 -3.77596
C 0.39534 0.29434 -3.85805
H -1.48998 -0.75849 -3.76090
H -0.25548 -1.54620 -4.70910
H 1.47196 0.06888 -3.79984
H 0.20605 0.82232 -4.80504
C -1.52636 2.31139 -3.13992
H -1.88414 3.02306 -2.37771
H -2.29196 1.52574 -3.24045
H -1.36162 2.81864 -4.10798
C 1.34740 2.80462 -2.86484
H 1.11704 3.38775 -3.77639
H 2.33000 2.32592 -2.97294
H 1.41153 3.48253 -2.00386
C -1.21876 -3.54903 -2.91830
H -1.26392 -4.34410 -2.16811
H -0.92302 -3.99408 -3.88105
H -2.24738 -3.18921 -3.02542
C 1.54642 -2.89699 -2.86672
H 2.31765 -2.11706 -2.94273
H 1.49275 -3.44915 -3.82033
H 1.87204 -3.58363 -2.07584
Pt 0.00944 -0.93429 1.83594
C 0.78077 1.90199 0.14175
C -0.39839 1.27833 0.65048
C -1.58827 0.64682 -0.08604
C -1.75166 -0.90279 -0.39291
C -0.56523 -1.85463 -0.32837
C 0.86016 -1.47849 -0.36237
C 1.35738 -0.19996 -0.96013
C 1.92358 0.91142 0.00483
C 0.26059 -2.39229 3.10224
H 0.97636 2.96912 0.30086
H -0.79772 1.78264 1.53765
H -1.77793 1.17873 -1.04468
H -2.46935 0.89409 0.56357
H -2.52713 -1.26390 0.32320
H -2.27772 -1.01352 -1.36140
H -0.81361 -2.91307 -0.13641
H 1.61755 -2.21008 -0.10557
H 0.39403 0.21190 -1.45406
H 2.09152 -0.37127 -1.78064
H 2.16147 0.44285 0.99984
H 2.82766 1.35064 -0.48438
H 1.01387 -2.03289 3.82192
H 0.64202 -3.24201 2.51525
H -0.66570 -2.64484 3.63189
C -1.19138 0.29781 4.89740
C 0.00527 1.05674 4.34393
O 0.57609 0.61813 3.19756
C -0.44980 2.58834 4.16229
F -0.94060 3.13257 5.31493
F 0.54017 3.38221 3.69615
F -1.48404 2.64917 3.25505
C 1.11663 1.03987 5.48481
F 0.61634 1.41976 6.70431
F 1.57033 -0.24010 5.63665
F 2.18398 1.81705 5.20913
H -1.98434 0.28034 4.14315
H -1.54057 0.77301 5.81926
H -0.88776 -0.73704 5.07929
*
```

Its largest force on an atom is 0.090 hartree/bohr. As for the energy above the lowest of the compared OMol25 structures with the same formula, charge and spin: 34.3 kcal per mole. The HOMO-LUMO gap (alpha / beta) is 6.3 / 4.8 eV. For the total energy, the calculation gives -2219.8667 Ha. The lowest unoccupied orbital energy (alpha / beta) comes out at -7.2135 / -9.6383 eV.


Entry 3:
DFT (ωB97M-V with the def2-TZVPD basis set) results for 2 unconnected molecules or ions with the total composition C19H34F7N2O4 in a non-equilibrium geometry.

Structure (ORCA input):
```
! RIJCOSX wB97M-V def2-TZVPD def2/J DEFGRID3
* xyz 1 1
C 2.43338 -5.43069 1.55184
C 1.22310 -4.94877 0.51779
N 0.17720 -4.13349 1.25374
C 0.32192 -2.64469 1.00328
C 1.80993 -1.98130 0.81690
C 2.35113 -1.55965 -0.67199
O 1.55181 -0.53614 -1.36286
C 1.29116 -0.88089 -2.76908
F 0.44474 -2.09627 -2.80707
F 2.60968 -1.02058 -3.43975
F 0.52955 0.24155 -3.36508
C 1.61655 -0.56356 1.61921
N 0.67751 -0.96896 2.74447
O 1.24118 -2.09182 3.28392
C 0.41300 -0.01699 3.88855
C 1.63337 0.13610 4.97034
C 1.53778 -0.89962 6.25858
F 2.99774 0.07331 4.39851
C -0.51133 -1.59261 2.00164
C -1.32417 -0.69505 0.89798
C -1.92616 0.72326 1.45534
C -1.20503 1.92899 0.60979
F -1.50718 1.97400 -0.86992
C -0.26673 2.95331 1.14548
F -0.29583 3.54026 2.51053
F 0.79156 3.44795 0.19085
H 3.46987 -5.55167 0.97344
H 2.16734 -6.45456 2.09840
H 2.62670 -4.56323 2.34797
H 0.68188 -5.95712 0.18810
H 1.62914 -4.45405 -0.46345
H -0.77148 -4.46768 0.94985
H -0.12103 -2.55312 -0.10034
H 2.70155 -2.67567 1.20145
H 3.43285 -1.08178 -0.50941
H 2.46354 -2.55311 -1.29142
H 1.24071 0.39128 1.05665
H 2.72981 -0.26931 1.87590
H 0.52207 -2.41520 3.93281
H -0.51896 -0.44407 4.49295
H 0.12464 1.03990 3.47493
H 1.52418 1.22795 5.44117
H 2.62670 -1.37976 6.35293
H 0.81450 -1.81554 6.07274
H 1.35028 -0.34580 7.27715
H -1.30884 -2.19104 2.61408
H -2.25006 -1.36013 0.54464
H -0.72020 -0.45517 -0.08187
H -3.07751 0.74178 1.14034
H -1.91328 0.85151 2.61827
C -1.81504 3.76823 -6.73952
O -2.07243 2.80872 -5.72095
C -1.32647 3.06638 -4.52905
C -2.19138 3.75743 -3.46893
O -2.57967 5.06876 -3.88735
C -3.91004 5.10404 -4.39329
H -2.59947 3.68400 -7.49662
H -1.81998 4.79181 -6.35228
H -0.85030 3.55708 -7.20828
H -0.42838 3.65486 -4.75157
H -1.00111 2.09640 -4.13886
H -1.59773 3.87493 -2.55655
H -3.07064 3.15022 -3.22086
H -4.62049 5.07860 -3.56065
H -4.11391 4.27507 -5.07481
H -4.04321 6.04142 -4.94066
*
```

Its largest force on an atom is 0.108 hartree/bohr. As for the energy above the lowest of the compared OMol25 structures with the same formula, charge and spin: 236.8 kcal per mole. The HOMO-LUMO gap is 7.4 eV. For the total energy, the calculation gives -1853.1238 Ha. The lowest unoccupied orbital energy comes out at -3.2032 eV.